This record from the OMol25 dataset describes 3 unconnected molecules or ions with the total composition C12H10BrF2 at a distorted geometry. The level of theory is wB97M-V/def2-TZVPD.

Atoms and positions in Å:
Br 0.599 23.294 15.559
F 4.416 23.385 15.134
C 4.883 23.248 16.390
C 3.943 23.375 17.509
C 4.452 23.385 18.794
C 5.784 23.148 18.994
C 6.735 23.017 17.982
C 6.220 23.128 16.646
H 2.887 23.439 17.288
H 3.765 23.523 19.616
H 6.209 23.063 19.984
H 7.797 22.956 18.169
H 6.909 23.069 15.817
F 3.166 25.629 13.921
C 3.369 26.511 14.916
C 4.544 27.260 14.893
C 4.781 28.077 15.984
C 3.894 28.162 16.996
C 2.712 27.439 16.985
C 2.417 26.615 15.907
H 5.219 27.140 14.059
H 5.710 28.624 16.049
H 4.270 28.885 17.704
H 1.999 27.601 17.779
H 1.496 26.058 15.995

## Properties
Charge: -1
HOMO level in hartree: -0.1379
Frontier orbital gap in eV: 6.8485
Largest force on an atom in eV/A: 3.129
Energy above the lowest of the compared OMol25 structures with the same formula, charge and spin in kcal per mole: 14.93

---

This record from the OMol25 dataset describes a molecular structure, C12H10Cl2IN3O5Pd. The level of theory is wB97M-V/def2-TZVPD.

Atoms and positions in Å:
Pd -0.248 -1.395 0.622
O -2.458 -2.475 3.278
Cl -1.497 -2.924 2.372
O -1.124 -4.261 2.488
O -0.235 -2.031 2.484
O -1.906 -2.582 0.955
Cl -3.854 3.608 -3.148
C -2.918 2.352 -2.568
C -2.316 1.504 -3.521
C -1.539 0.453 -3.137
I -0.682 -0.811 -4.467
C -1.314 0.199 -1.676
O -0.618 -0.743 -1.340
C -1.968 1.109 -0.694
N -1.760 0.845 0.580
C -2.343 1.632 1.489
C -3.148 2.713 1.149
C -3.364 2.993 -0.186
C -2.763 2.173 -1.148
H -2.497 1.710 -4.567
H -2.157 1.380 2.526
H -3.597 3.319 1.923
H -3.988 3.826 -0.478
C 4.845 -1.346 -0.601
N 4.097 -1.038 0.625
C 4.810 -1.059 1.913
C 2.811 -0.936 0.600
N 1.660 -0.805 0.554
H 5.751 -0.743 -0.611
H 4.244 -1.096 -1.470
H 5.110 -2.403 -0.627
H 5.713 -0.460 1.815
H 5.074 -2.082 2.179
H 4.180 -0.628 2.686

## Properties
Charge: +2
HOMO level in hartree: -0.5583
Frontier orbital gap in eV: 4.8972
Largest force on an atom in eV/A: 0.478
Energy above the lowest of the compared OMol25 structures with the same formula, charge and spin in kcal per mole: 10.77

---

This record from the OMol25 dataset describes a molecular structure, C12H10Cl2MnNOS. The level of theory is wB97M-V/def2-TZVPD.

Atoms and positions in Å:
Mn -0.241 1.125 0.359
Cl -0.509 -0.400 2.062
C -1.931 -1.353 1.609
C -2.353 -2.327 2.488
C -3.474 -3.062 2.137
C -4.128 -2.803 0.943
C -3.668 -1.813 0.090
Cl -4.513 -1.524 -1.386
C -2.538 -1.048 0.403
S -1.926 0.198 -0.678
H -1.825 -2.506 3.414
H -3.838 -3.837 2.797
H -5.005 -3.369 0.662
O 0.632 2.945 0.569
C 1.954 3.140 0.032
C 2.312 1.906 -0.746
C 3.478 1.838 -1.486
C 3.755 0.674 -2.182
C 2.862 -0.387 -2.119
C 1.721 -0.247 -1.359
N 1.450 0.882 -0.682
H 0.335 3.719 1.062
H 2.660 3.294 0.850
H 1.957 4.017 -0.616
H 4.151 2.684 -1.519
H 4.658 0.596 -2.772
H 3.043 -1.308 -2.652
H 0.982 -1.032 -1.278

## Properties
Charge: +1
Spin multiplicity: 2
HOMO level (alpha / beta) in hartree: -0.4082 / -0.4142
Frontier orbital gap (alpha / beta) in eV: 7.5733 / 7.7082
Largest force on an atom in eV/A: 0.069
Energy above the lowest of the compared OMol25 structures with the same formula, charge and spin in kcal per mole: 0.00

---

This record from the OMol25 dataset describes a molecular structure, C12H10ClCrN7O5S. The level of theory is wB97M-V/def2-TZVPD.

Atoms and positions in Å:
Cr -0.063 0.034 0.428
O -2.065 0.426 -3.368
Cl -2.351 0.945 -2.050
O -3.768 0.943 -1.822
O -1.720 0.043 -1.079
O -1.821 2.271 -1.910
O -0.485 1.956 0.954
N 0.233 2.934 0.428
C -0.003 4.169 0.921
C 0.632 5.281 0.443
C 1.557 5.112 -0.598
C 1.792 3.854 -1.083
C 1.133 2.707 -0.581
S 1.426 1.138 -1.142
H -0.739 4.166 1.710
H 0.405 6.247 0.871
H 2.080 5.964 -1.014
H 2.499 3.680 -1.883
N -1.455 -0.717 1.784
C -2.129 -1.233 2.575
N -2.803 -1.945 3.437
C -3.684 -1.361 4.220
N -4.482 -0.968 4.970
N 2.506 -0.552 2.369
C 1.570 -0.337 1.714
C 1.853 -5.108 -0.472
N 1.071 -3.922 -0.716
C 0.435 -3.579 -1.890
C -0.074 -2.330 -1.697
N 0.256 -1.899 -0.435
C 0.943 -2.867 0.123
H 1.628 -5.844 -1.242
H 1.599 -5.535 0.499
H 2.922 -4.888 -0.495
H 0.392 -4.255 -2.727
H -0.659 -1.708 -2.353
H 1.371 -2.821 1.112

## Properties
Charge: -2
Spin multiplicity: 3
HOMO level (alpha / beta) in hartree: -0.0509 / -0.0044
Frontier orbital gap (alpha / beta) in eV: 5.6965 / 4.4339
Largest force on an atom in eV/A: 0.292
Energy above the lowest of the compared OMol25 structures with the same formula, charge and spin in kcal per mole: 0.00

---

This record from the OMol25 dataset describes C12H10ClF6NO2 in the gas phase. The level of theory is wB97M-V/def2-TZVPD.

Atoms and positions in Å:
O -0.118 0.613 -0.416
C -0.949 -0.238 -0.161
N -0.618 -1.487 0.220
C 0.770 -1.876 0.332
C 1.429 -1.318 1.617
O 2.748 -0.873 1.420
C 2.883 0.332 0.698
C 3.906 0.151 -0.426
F 5.088 -0.318 0.045
F 3.490 -0.775 -1.332
C 4.201 1.458 -1.197
F 4.652 2.401 -0.346
F 3.078 1.938 -1.757
C -2.416 0.082 -0.207
C -2.760 1.380 0.162
C -4.073 1.803 0.144
F -4.378 3.049 0.521
C -5.074 0.927 -0.267
F -6.353 1.317 -0.291
C -4.750 -0.356 -0.667
C -3.428 -0.777 -0.635
Cl -3.100 -2.377 -1.197
H -1.330 -2.143 0.494
H 0.834 -2.962 0.301
H 1.303 -1.473 -0.533
H 0.808 -0.502 2.010
H 1.513 -2.094 2.381
H 3.264 1.116 1.366
H 1.937 0.656 0.247
H 4.955 1.298 -1.983
H -1.979 2.065 0.456
H -5.533 -1.017 -1.002

## Properties
HOMO level in hartree: -0.3570
Frontier orbital gap in eV: 10.0280
Largest force on an atom in eV/A: 0.631
Structure (SMILES): O=C(NCCOCC(F)(F)C(F)F)c1cc(F)c(F)cc1Cl
Energy above the lowest of the compared OMol25 structures with the same formula, charge and spin in kcal per mole: 0.00

---

This record from the OMol25 dataset describes C12H10N4O2 in the gas phase at a distorted geometry. The level of theory is wB97M-V/def2-TZVPD.

Atoms and positions in Å:
N -1.510 -3.293 -0.685
N -6.124 0.415 -0.392
O -0.924 1.007 -2.122
O -2.968 -0.638 1.181
N -0.962 -2.282 -1.161
N -4.941 0.770 -0.348
C -0.783 0.140 -1.252
C -2.620 0.248 0.403
C -0.419 -1.197 -1.711
C -3.643 1.050 -0.331
C 3.935 0.340 0.092
C 3.387 -0.929 0.200
C 3.173 1.484 0.392
C 2.060 -1.088 0.601
C 1.833 1.316 0.768
C 1.271 0.031 0.849
C -1.150 0.516 0.191
C -0.202 -0.198 1.174
H 0.334 -1.207 -2.466
H -3.307 1.899 -0.896
H 4.941 0.416 -0.225
H 3.926 -1.826 -0.043
H 3.652 2.463 0.359
H 1.651 -2.101 0.740
H 1.186 2.178 1.006
H -1.007 1.589 0.317
H -0.420 -1.261 1.171
H -0.370 0.161 2.187

## Properties
HOMO level in hartree: -0.3371
Frontier orbital gap in eV: 8.5216
Largest force on an atom in eV/A: 9.823
Energy above the lowest of the compared OMol25 structures with the same formula, charge and spin in kcal per mole: 122.75